# 1
A structure of composition C30H23ClN6O3PtS, computed with ωB97M-V with the def2-TZVPD basis set.

Properties
Orbital gap, eV: 6.09
Spin multiplicity: 1

Last column: natural (NBO) charge in e.
CARTESIAN COORDINATES (ANGSTROEM)
Pt: 0.16997 -0.47775 -0.63411  1.1623
O: 0.18273 -1.15895 1.32859  -0.7605
C: 1.00426 -0.78858 2.27034  0.3984
C: 0.53083 -0.78557 3.60191  -0.2202
C: 1.35500 -0.52909 4.66854  -0.1887
C: 2.70295 -0.21752 4.46332  -0.2804
C: 3.18807 -0.18629 3.17983  -0.1575
C: 2.36978 -0.46560 2.07407  -0.2381
C: 2.93754 -0.40981 0.73896  0.4268
N: 2.29705 -0.28378 -0.41017  -0.5372
C: 3.23127 -0.28065 -1.42473  -0.0813
C: 4.46305 -0.40226 -0.88267  -0.0855
N: 4.26601 -0.47506 0.48045  -0.5090
H: -0.51879 -1.00437 3.74815  0.2109
H: 0.95944 -0.56006 5.67629  0.2085
H: 3.34851 0.01399 5.29981  0.2088
H: 4.22676 0.08657 3.02486  0.1864
H: 2.94052 -0.21811 -2.45928  0.2340
H: 5.43883 -0.43867 -1.33154  0.2241
H: 4.97762 -0.63246 1.17039  0.4248
N: 0.23135 -0.13611 -3.48057  -0.6787
C: 0.15358 0.46205 -2.39024  0.3566
H: 0.27912 0.41536 -4.33770  0.3475
Cl: -2.50755 0.32069 1.96326  0.0286
C: -2.84674 1.18367 0.50286  -0.0366
C: -3.37455 2.46252 0.61679  -0.2388
C: -3.67795 3.19234 -0.52290  -0.2207
C: -3.45306 2.62746 -1.76828  -0.2407
C: -2.90414 1.35790 -1.86745  -0.1625
C: -2.56824 0.60354 -0.74051  -0.0852
C: -1.88611 -0.71662 -0.90016  -0.5975
H: -3.52818 2.88223 1.60230  0.2296
H: -4.08174 4.19267 -0.43487  0.2169
H: -3.68961 3.18468 -2.66649  0.2143
H: -2.71734 0.93045 -2.84627  0.2102
H: -2.05601 -1.12682 -1.89237  0.2210
H: -2.18525 -1.42051 -0.12451  0.2322
O: 0.17446 2.26653 2.20110  -0.4595
C: 0.10784 2.59068 1.05954  0.6810
N: 0.18715 1.70374 -0.06656  -0.5918
C: 0.11262 2.41110 -1.14749  0.6600
O: 0.14272 1.88769 -2.33330  -0.4888
C: -0.00790 3.85858 -0.89035  -0.0538
C: -0.06635 4.96771 -1.70426  -0.1833
C: -0.19783 6.21169 -1.09163  -0.1939
C: -0.25722 6.32566 0.29201  -0.1843
C: -0.15686 5.19816 1.10642  -0.1572
C: -0.03365 3.97680 0.49039  -0.1301
H: -0.00524 4.86871 -2.78031  0.2318
H: -0.25171 7.10587 -1.69806  0.2240
H: -0.36924 7.30589 0.73602  0.2240
H: -0.16549 5.26816 2.18638  0.2383
C: -1.81560 -6.78851 -2.30930  -0.6461
C: -0.96474 -6.10158 -1.28147  0.2552
C: -0.70074 -6.67002 -0.04069  -0.3089
C: 0.13692 -5.95872 0.79781  0.0776
N: 0.66110 -4.78520 0.46683  -0.4399
C: 0.33954 -4.30044 -0.73481  0.2406
S: 1.11984 -2.80979 -1.24973  -0.0562
N: -0.45195 -4.92069 -1.61522  -0.4567
H: -1.87267 -7.85990 -2.12236  0.2120
H: -1.40137 -6.60732 -3.29896  0.2374
H: -2.82684 -6.37804 -2.28773  0.2315
H: -1.11882 -7.62409 0.24873  0.2196
H: 0.42306 -6.34416 1.77109  0.1944

Forces on atoms 1 to 2 (eV/Å):
1.408 0.355 1.158
-0.407 -0.142 -0.132

***

# 2
A structure of composition C30H23F4N11NiO2, computed with ωB97M-V with the def2-TZVPD basis set.

Properties
Orbital gap, eV: 4.81
Spin multiplicity: 1
Net charge: +2

Last column: Mulliken charge in e.
CARTESIAN COORDINATES (ANGSTROEM)
Ni: 0.92759 0.10011 0.08492  -0.2024
N: 2.71842 -0.51187 0.44863  -0.5408
C: 2.69665 -1.23344 1.75794  0.7528
C: 2.92533 -0.22134 2.88790  -0.8333
C: 2.35381 -0.51677 4.28126  -0.8246
C: 2.57451 -1.88627 4.92452  -1.1032
N: 3.94444 -2.40609 4.82947  -0.1421
C: 4.27995 -3.59003 4.30702  0.7253
N: 5.49126 -4.09335 4.57565  -0.4013
N: 3.45485 -4.25148 3.51119  -0.2022
C: 1.32711 -1.92920 1.81574  0.3300
O: 1.19525 -2.97568 2.43066  -0.7934
O: 0.38316 -1.29051 1.21939  -0.4947
H: 2.91962 -1.19442 -0.28199  0.3977
H: 3.45563 0.18716 0.40669  0.3328
H: 3.47004 -2.00291 1.76589  0.3845
H: 2.46400 0.72070 2.57635  0.2388
H: 4.00081 -0.03799 2.95231  0.4359
H: 1.27120 -0.36906 4.26754  0.3588
H: 2.75126 0.25749 4.94060  0.5391
H: 1.90404 -2.61937 4.49449  0.5132
H: 2.31744 -1.81458 5.98190  0.3975
H: 4.64961 -1.94608 5.38401  0.2554
H: 6.06213 -3.70729 5.30789  0.2035
H: 5.77550 -4.98058 4.19720  0.2147
H: 2.58337 -3.83945 3.14992  0.1351
H: 3.68188 -5.19029 3.22893  0.2438
F: -3.65256 -0.52924 -5.28893  -0.2788
C: -2.61375 0.28331 -5.36581  -0.0841
C: -2.37061 0.93422 -6.51728  0.3164
F: -3.18115 0.74642 -7.53397  -0.2612
C: -1.26036 1.85820 -6.68033  0.1429
C: -0.43529 2.01934 -5.49486  -0.0176
C: -0.68931 1.36695 -4.35159  0.2611
F: 0.14401 1.53154 -3.31729  -0.1591
C: -1.80626 0.47110 -4.18356  0.4655
C: -2.08737 -0.15549 -2.99686  0.7238
C: -1.34987 0.08932 -1.80453  0.4792
N: -0.77635 0.20404 -0.81715  -0.1390
C: -3.15155 -1.09265 -2.78937  -0.3498
N: -3.96298 -1.86163 -2.52638  -0.4195
F: 0.62093 2.80683 -5.55050  -0.2867
C: -1.00130 2.50428 -7.84911  1.3004
C: -1.75792 2.31127 -9.04988  -0.1967
N: -2.30855 2.14235 -10.04332  -0.3749
C: 0.06420 3.45138 -8.00360  -0.1427
N: 0.88719 4.23964 -8.14328  -0.4149
N: 1.51187 7.15206 -0.57573  0.0091
C: 0.92542 8.39650 -0.51329  0.7631
C: 1.37346 9.66526 -0.87680  -1.0385
C: 0.50333 10.70571 -0.64407  -0.4217
C: -0.76903 10.50335 -0.07011  -0.5050
C: -1.20580 9.25086 0.28706  -0.7778
C: -0.33748 8.17672 0.05921  0.6138
N: -0.50629 6.83894 0.32920  -0.5772
C: 0.60137 6.26454 -0.06056  -0.2184
C: 0.81935 4.83317 0.06952  1.0096
C: 2.01380 4.19312 -0.26697  -0.6699
C: 2.11336 2.82977 -0.10820  -0.2793
N: 1.11806 2.06728 0.37039  0.0112
C: -0.03664 2.68716 0.69723  -0.6971
C: -0.21898 4.03994 0.57059  -0.4416
H: 2.41821 6.94967 -0.95796  0.1840
H: 2.34667 9.82985 -1.31911  0.3886
H: 0.80202 11.71140 -0.90727  0.3965
H: -1.40929 11.35979 0.09047  0.4003
H: -2.18050 9.08725 0.72532  0.4484
H: 2.86899 4.73554 -0.64448  0.3376
H: 3.03871 2.32552 -0.35858  0.3987
H: -0.82280 2.05800 1.09268  0.6023
H: -1.15236 4.50475 0.85396  0.5783

Forces on atoms 1 to 2 (eV/Å):
-0.461 0.246 1.320
-0.064 0.031 0.065

***

# 3
A structure of composition C30H23FeN4O5S, computed with ωB97M-V with the def2-TZVPD basis set.

Properties
Orbital gap (alpha / beta), eV: 5.56 / 7.65
Spin multiplicity: 6
Expectation value of S²: 8.775

Last column: natural (NBO) charge in e.
CARTESIAN COORDINATES (ANGSTROEM)
Fe: 0.96618 0.01802 -0.32839  1.5599
C: -3.90649 -1.13408 -2.70762  -0.2517
O: -4.33729 -1.17891 -1.30352  -0.3864
C: -3.28209 -1.16797 1.08876  -0.0790
C: -4.07636 -1.26937 2.21147  -0.2004
C: -3.43603 -0.97087 3.40977  -0.1935
C: -2.07835 -0.67267 3.44804  -0.1709
C: -1.26503 -0.59651 2.30674  -0.1026
C: 0.18165 -0.49025 2.55802  0.0932
N: 1.06529 -0.70051 1.66925  -0.3513
N: 2.35274 -0.91502 2.09126  -0.4355
C: 3.17421 -0.84374 1.06699  0.5745
O: 2.87817 -0.45538 -0.12477  -0.8303
C: 4.57774 -1.26080 1.32798  -0.0424
C: 5.10539 -1.22755 2.61275  -0.1935
C: 6.41831 -1.61492 2.83393  -0.2183
C: 7.20670 -2.04823 1.77627  -0.2087
C: 6.68009 -2.08665 0.49051  -0.2072
C: 5.37125 -1.68580 0.26562  -0.2049
C: -1.94845 -0.78226 1.10500  0.0709
O: -0.91728 -1.15389 -1.30193  -0.4543
H: -4.81016 -1.16320 -3.30545  0.2106
H: -3.34048 -0.22153 -2.87031  0.2174
H: -3.29792 -2.02147 -2.85119  0.2427
H: -5.11503 -1.57016 2.18026  0.2217
H: -3.99083 -1.00930 4.33862  0.2195
H: -1.60945 -0.51542 4.41216  0.2176
H: 0.49230 -0.38373 3.59698  0.1878
H: 4.48157 -0.89269 3.43015  0.2335
H: 6.83166 -1.57723 3.83417  0.2110
H: 8.23116 -2.35213 1.95278  0.2099
H: 7.29236 -2.42201 -0.33730  0.2094
H: 4.94589 -1.69436 -0.72916  0.2292
O: -1.20043 3.51836 0.31078  -0.9416
S: -0.23005 2.62366 -0.25286  2.3177
O: 0.81887 2.12098 0.63345  -0.9942
N: -0.77965 1.30006 -0.92864  -1.0864
C: -2.04771 0.78522 -0.76777  0.3612
C: -3.17826 1.53008 -0.77496  -0.4057
C: -4.55775 1.11723 -0.67486  -0.1792
C: -5.12398 -0.05670 -0.89787  0.0299
C: -3.17433 -1.58446 -0.35341  0.3035
C: -2.96787 -3.02866 -0.50844  -0.3907
C: -1.74122 -3.68467 -0.38359  -0.3092
C: -0.42783 -3.19924 -0.37417  -0.0390
N: 0.07386 -2.03541 -0.75217  -0.3282
C: -1.91449 -0.70862 -0.45281  0.1000
C: 0.59296 3.48246 -1.56142  -0.2576
C: 0.42035 4.85374 -1.64221  -0.2095
C: 1.12150 5.57026 -2.60374  -0.2069
C: 1.98222 4.91506 -3.46932  -0.1947
C: 2.14548 3.53590 -3.38606  -0.1945
C: 1.45322 2.81599 -2.42944  -0.2072
H: -3.01919 2.59867 -0.81849  0.2498
H: -5.26699 1.90030 -0.42592  0.2371
H: -6.16400 -0.31303 -0.78319  0.2154
H: -3.87079 -3.60833 -0.34544  0.2111
H: -1.81066 -4.74838 -0.18997  0.2193
H: 0.35704 -3.87259 -0.04466  0.2122
H: -0.25534 5.34451 -0.95465  0.2460
H: 0.99569 6.64320 -2.67127  0.2192
H: 2.53270 5.47875 -4.21196  0.2176
H: 2.81541 3.02358 -4.06403  0.2205
H: 1.57983 1.74269 -2.36881  0.2059

Forces on atoms 1 to 2 (eV/Å):
-0.460 -0.540 0.133
-0.048 -0.087 -0.034